Record 1
A structure of composition C34H38Ge2N2O2SiW. Source: OMol25; level of theory: wB97M-V/def2-TZVPD.

- Expectation value of S²: 0.774
- Relative energy (zero: lowest compared OMol25 entry of this formula, charge and spin): 23.1 kcal/mol
- Net charge: +3
- LUMO level (spin up / spin down): -10.96 / -10.83 eV
- Spin multiplicity: 2
- HOMO (spin up / spin down): -0.587 / -0.588 Eh
- Molar mass: 863.84 g mol⁻¹
- Gap between HOMO and LUMO (spin up / spin down): 5.021 / 5.164 eV

Geometry (Å):
W 0.6225 0.0943 0.1083
O 0.6845 -1.0984 1.5957
C 1.3311 -2.2770 1.7264
C 0.8388 -3.2027 2.6337
C 1.4982 -4.4072 2.7848
C 2.6701 -4.7050 2.0678
C 3.1830 -3.7831 1.2009
C 2.5163 -2.5459 0.9940
C 3.1307 -1.5648 0.2181
N 2.5741 -0.4009 -0.0858
N 3.4302 0.5181 -0.6483
C 2.8691 1.6876 -0.6381
O 1.6182 1.7529 -0.1307
C 3.4926 2.9039 -1.1175
C 2.7948 4.1140 -1.0875
C 3.4034 5.2662 -1.5485
C 4.7039 5.2146 -2.0381
C 5.4002 4.0115 -2.0701
C 4.8001 2.8543 -1.6117
H -0.0560 -2.9781 3.1974
H 1.1079 -5.1392 3.4803
H 3.1663 -5.6528 2.2216
H 4.0999 -3.9780 0.6590
H 4.1497 -1.6938 -0.1357
H 1.7830 4.1521 -0.7045
H 2.8705 6.2068 -1.5289
H 5.1777 6.1185 -2.3968
H 6.4111 3.9801 -2.4516
H 5.3351 1.9147 -1.6306
C -2.1331 3.1547 -1.0802
Ge -1.6897 1.2856 -1.4384
C -3.1104 0.1933 -2.1640
C -0.0722 1.1233 -2.5514
Ge -1.8000 0.9466 1.1127
C -0.3409 1.6011 2.1777
C -0.0693 0.9137 3.3869
C 0.7353 1.4936 4.3402
C 1.2764 2.7614 4.1134
C 1.0112 3.4546 2.9391
C 0.2123 2.8802 1.9682
C -3.4954 0.7166 1.8295
C -3.7597 1.3598 3.0552
C -5.0188 1.2581 3.6154
C -5.9999 0.5099 2.9724
C -5.7388 -0.1399 1.7650
C -4.4933 -0.0355 1.1835
H -2.5484 3.5245 -2.0222
H -1.2483 3.7390 -0.8377
H -2.8992 3.2960 -0.3164
H -3.0357 0.2840 -3.2498
H -4.0842 0.5620 -1.8478
H -2.9987 -0.8570 -1.9008
H 0.0087 2.0948 -3.0483
H -0.3198 0.3279 -3.2520
H 0.9440 0.9166 -2.2132
H -0.4925 -0.0679 3.5662
H 0.9414 0.9775 5.2680
H 1.9086 3.2115 4.8681
H 1.4247 4.4418 2.7843
H 0.0020 3.4300 1.0604
H -2.9937 1.9383 3.5584
H -5.2387 1.7575 4.5489
H -6.9845 0.4282 3.4143
H -6.5148 -0.7218 1.2870
H -4.2919 -0.5393 0.2473
C -2.6595 -3.7758 -2.7301
Si -0.8055 -3.8876 -2.7689
C -0.1281 -5.3146 -1.8013
C -0.0848 -3.6944 -4.4640
C -0.2169 -2.3453 -1.7992
C 0.1358 -1.3686 -1.1391
H -3.0820 -4.6594 -3.2138
H -3.0259 -2.9040 -3.2749
H -3.0439 -3.7473 -1.7086
H -0.4122 -6.2555 -2.2780
H -0.5197 -5.3321 -0.7825
H 0.9619 -5.2879 -1.7572
H -0.3746 -4.5522 -5.0760
H 1.0053 -3.6614 -4.4428
H -0.4495 -2.7977 -4.9673

Atomic partial charges in e from the Mulliken method, atoms 1 to 6: -1.220 0.085 0.711 -0.806 -0.592 -0.847

---

Record 2
The ion C3H4NO2S with charge -1. Source: OMol25; level of theory: wB97M-V/def2-TZVPD.

- Relative energy (zero: lowest compared OMol25 entry of this formula, charge and spin): 62.7 kcal/mol
- Net charge: -1
- LUMO level: 4.06 eV
- HOMO: -0.126 Eh
- Molar mass: 118.14 g mol⁻¹
- Gap between HOMO and LUMO: 7.504 eV

Geometry (Å):
C -1.9509 0.6257 -0.0865
C -0.6761 -0.5341 -0.3473
C 0.0819 0.7163 0.2380
N -1.1881 1.3947 0.6158
O -3.6210 -0.5581 1.1938
O -3.9589 -0.5808 -1.2647
S -3.8099 0.2512 -0.0189
H -0.9198 -1.4103 0.1512
H -0.5406 -0.5796 -1.3823
H 0.6670 0.6190 1.1764
H 0.7399 1.2073 -0.4539

Atomic partial charges in e from the Mulliken method, atoms 1 to 6: 0.312 -0.544 -0.300 -0.605 -0.608 -0.646

---

Record 3
A cluster of 2 separate species, C13H27N2O2 in total. Source: OMol25; level of theory: wB97M-V/def2-TZVPD.

- Expectation value of S²: 0.754
- Relative energy (zero: lowest compared OMol25 entry of this formula, charge and spin): 11.1 kcal/mol
- LUMO level (spin up / spin down): 0.67 / 0.41 eV
- Spin multiplicity: 2
- HOMO (spin up / spin down): -0.307 / -0.331 Eh
- Molar mass: 243.37 g mol⁻¹
- Gap between HOMO and LUMO (spin up / spin down): 9.016 / 9.404 eV

Geometry (Å):
C 2.5056 -0.5350 0.5093
C 1.9111 0.1463 -0.7324
N 3.0605 0.4290 -1.6201
C 1.2747 1.4646 -0.2764
C 0.2100 2.1013 -1.2010
C 0.8763 3.2582 -1.9637
C -0.9518 2.7118 -0.3818
N -0.3081 1.1213 -2.2003
O 0.3663 1.1052 -3.3049
C -0.4752 -0.2516 -1.6806
C -1.1864 -1.0829 -2.7858
C -1.3326 -0.3148 -0.4159
C 0.9010 -0.8530 -1.3893
H 2.7253 -1.5814 0.3250
H 1.8634 -0.4220 1.3726
H 3.4359 -0.0262 0.7477
H 2.7240 0.8403 -2.4867
H 3.4727 -0.4696 -1.8509
H 0.9066 1.3546 0.7340
H 2.0834 2.1847 -0.2123
H 0.9834 4.0821 -1.2660
H 0.2489 3.6135 -2.7713
H 1.8710 3.0092 -2.3087
H -1.9009 2.3862 -0.7980
H -0.9332 2.3532 0.6404
H -0.9147 3.7908 -0.3763
H -1.3660 -0.4941 -3.6742
H -2.1582 -1.4052 -2.4247
H -0.6364 -1.9849 -3.0209
H -1.5997 -1.3525 -0.2597
H -2.2306 0.2891 -0.4919
H -0.7491 -0.0142 0.4473
H 1.3102 -1.3003 -2.2833
H 0.7402 -1.6573 -0.6779
C -0.8639 -2.4885 4.7931
C -1.2551 -1.9770 3.4283
O -0.4506 -1.4506 2.6952
C -2.6977 -2.1524 3.0196
H 0.1938 -2.3014 4.9617
H -1.4452 -1.9797 5.5636
H -1.0530 -3.5610 4.8587
H -3.3509 -1.6307 3.7207
H -2.9592 -3.2117 3.0149
H -2.8458 -1.7434 2.0227

Atomic partial charges in e from the Mulliken method, atoms 1 to 6: -2.085 2.470 -0.806 -2.634 2.059 -1.847

---

Record 4
An isolated molecule of CHN2P. Source: OMol25; level of theory: wB97M-V/def2-TZVPD.

- Relative energy (zero: lowest compared OMol25 entry of this formula, charge and spin): 48.9 kcal/mol
- LUMO level: -1.75 eV
- HOMO: -0.401 Eh
- SMILES: N#C[PH]#N
- Molar mass: 72.01 g mol⁻¹
- Gap between HOMO and LUMO: 9.156 eV

Geometry (Å):
N 1.8762 1.0463 -0.0467
C 1.1433 0.1760 -0.0230
P -0.6590 -0.4423 -0.0444
N -1.5535 -1.7015 -0.0205
H -0.8070 0.9215 0.1346

The net atomic charges from Mulliken, expressed in e, are: -0.303 0.153 0.484 -0.441 0.107

---

| no. | strongest force on any atom (eV/A) |
| --- | --- |
| 1 | 0.91 |
| 2 | 5.36 |
| 3 | 1.68 |
| 4 | 3.41 |